1.
DFT (ωB97M-V/def2-TZVPD) results for 11 unconnected molecules or ions with the total composition C29H78N16O13.

Output
E_HOMO   -8.5 eV
E   -3006.076621 a.u.
HOMO-LUMO gap   8.48 eV
SMILES   CC1(C)CCCC(C)(C)N1O.CC1(C)CCCC(C)(C)N1O.NC(N)=O.NC(N)=O.NC(N)=O.NC(N)=O.NC(N)=O.NC(N)=O.NC(N)=O.OCCO.OCCO

```
136
C29H78N16O13 | the OMol25 dataset | ωB97M-V/def2-TZVPD
C -0.289 -4.573 -4.502
C -0.066 -3.579 -5.678
O -1.312 -3.481 -6.387
O -0.398 -5.971 -4.845
H -1.169 -4.209 -3.982
H 0.630 -4.718 -3.930
H 0.688 -3.973 -6.368
H 0.145 -2.542 -5.414
H -1.315 -2.651 -6.868
H 0.293 -6.213 -5.468
C -0.080 -1.025 -2.444
C 0.506 -0.435 -1.197
O 0.670 0.975 -1.443
O -0.593 -2.326 -2.237
H 0.772 -1.191 -3.111
H -0.934 -0.531 -2.916
H 1.517 -0.707 -0.889
H -0.185 -0.578 -0.361
H 1.111 1.436 -0.726
H -1.284 -2.232 -1.558
C 0.243 2.645 2.239
O 0.139 2.639 1.018
N 0.159 3.802 2.962
N 0.397 1.510 2.975
H -0.091 4.567 2.357
H 0.034 3.914 3.951
H 0.079 1.587 3.927
H 0.334 0.589 2.574
C 5.037 -3.214 0.078
O 5.905 -3.887 -0.481
N 4.442 -2.139 -0.502
N 4.361 -3.562 1.194
H 3.876 -1.601 0.151
H 4.833 -1.746 -1.338
H 4.601 -4.395 1.699
H 3.782 -2.866 1.628
C -4.489 -4.783 -0.110
O -4.947 -4.366 0.954
N -3.247 -4.534 -0.584
N -5.257 -5.410 -1.079
H -2.750 -3.691 -0.323
H -2.883 -5.059 -1.356
H -4.668 -5.836 -1.768
H -6.176 -5.768 -0.887
C -2.903 -1.086 0.495
O -2.235 -1.934 -0.125
N -2.814 0.241 0.302
N -3.894 -1.445 1.336
H -2.010 0.492 -0.254
H -3.511 0.886 0.619
H -4.446 -0.734 1.777
H -4.189 -2.416 1.303
C 3.739 1.581 -3.400
O 3.887 1.675 -2.179
N 4.707 1.605 -4.351
N 2.490 1.801 -3.846
H 5.644 1.527 -3.995
H 4.420 1.660 -5.307
H 2.148 2.049 -4.755
H 1.879 1.976 -3.059
C 2.809 5.669 -0.284
O 3.844 6.320 -0.241
N 2.831 4.323 -0.423
N 1.529 6.118 -0.165
H 2.052 3.696 -0.337
H 3.755 3.944 -0.565
H 0.775 5.518 0.114
H 1.347 7.100 -0.275
C 3.201 0.623 1.657
O 3.084 -0.508 1.173
N 3.163 1.760 0.921
N 3.483 0.842 2.956
H 3.140 2.654 1.374
H 3.379 1.618 -0.057
H 3.500 0.023 3.544
H 3.619 1.752 3.349
C -1.954 6.273 -0.451
C -3.224 5.460 -0.858
C -3.858 6.045 -2.116
C -3.117 5.795 -3.401
C -2.994 4.269 -3.577
C -2.424 3.545 -2.316
N -3.045 4.016 -1.066
O -2.713 3.241 0.084
C -2.676 2.054 -2.533
C -0.916 3.868 -2.357
C -4.213 5.635 0.271
H -1.280 6.328 -1.307
H -1.337 5.782 0.305
H -2.293 7.243 -0.095
H -4.922 5.872 -2.287
H -3.858 7.106 -1.835
H -2.130 6.254 -3.479
H -3.697 6.196 -4.235
H -2.390 3.973 -4.433
H -4.018 3.926 -3.742
H -3.181 1.832 -3.472
H -1.752 1.490 -2.399
H -3.354 1.672 -1.770
H -0.648 4.864 -2.723
H -0.284 3.800 -1.467
H -0.420 3.248 -3.111
H -4.455 6.686 0.440
H -3.895 5.125 1.179
H -5.182 5.197 0.017
H -1.744 3.296 0.011
C -0.163 -1.550 2.563
C 0.173 -2.966 3.063
C 1.069 -3.590 2.026
C 1.579 -4.955 2.495
C 2.492 -4.753 3.725
C 1.888 -3.859 4.857
N 1.122 -2.790 4.235
O 0.660 -1.846 5.189
C 1.065 -4.829 5.793
C 3.134 -3.293 5.590
C -1.085 -3.813 3.337
H 0.717 -0.937 2.373
H -0.688 -1.784 1.632
H -0.871 -0.999 3.185
H 0.333 -3.849 1.257
H 1.961 -3.081 1.683
H 0.744 -5.561 2.853
H 2.043 -5.459 1.648
H 3.511 -4.598 3.373
H 2.539 -5.785 4.086
H 1.679 -5.238 6.594
H 0.714 -5.694 5.231
H 0.201 -4.286 6.180
H 2.841 -2.829 6.533
H 3.597 -2.476 5.034
H 3.883 -4.072 5.718
H -0.858 -4.676 3.961
H -1.666 -3.179 4.012
H -1.623 -4.139 2.449
H 0.138 -2.404 5.787
```

***

2.
DFT (ωB97M-V/def2-TZVPD) results for 3 unconnected molecules or ions with the total composition C3H14N2O3.

Output
E_HOMO   -8.9 eV
E   -457.884748 a.u.
HOMO-LUMO gap   9.54 eV
SMILES   NC[C@H](N)CO.O.O
Relative energy (zero: lowest compared OMol25 entry of this formula, charge and spin)   1.479 eV

```
22
C3H14N2O3 | the OMol25 dataset | ωB97M-V/def2-TZVPD
N -0.352 0.837 -0.964
C -0.412 -0.155 0.103
C -0.095 -1.597 -0.488
O 1.205 -1.502 -1.219
C -1.905 -0.178 0.778
N -2.944 -0.315 -0.210
H -1.211 0.942 -1.463
H -0.030 1.767 -0.645
H 0.272 -0.030 0.966
H -1.084 -2.009 -0.974
H 0.026 -2.225 0.489
H 1.093 -0.498 -1.383
H -1.899 0.892 1.109
H -1.986 -1.052 1.461
H -2.818 -1.097 -0.882
H -3.079 0.540 -0.747
H 2.253 1.643 0.910
H 2.377 3.086 0.656
O 1.688 2.395 0.648
H 2.355 -0.883 0.204
H 3.710 -0.391 0.987
O 2.838 -0.171 0.665
```